(1)
# C23H34N8O13

8 unconnected molecules or ions with the total composition C23H34N8O13 (ωB97M-V/def2-TZVPD, the OMol25 dataset).

Summary:
**E_tot**: -62937.9476 eV
**Spin multiplicity**: 1
**Charge**: -2
**Frontier orbital gap**: 1.57 eV
**ΔE to the lowest compared entry with this formula, charge and spin**: 719.3 kJ/mol
**E_HOMO**: 1.5 eV

Geometry (Å):
C  0.11922  1.59629  0.36456
O  1.35148  1.66996  0.38883
O  -0.43461  1.90115  1.42563
O  -0.54024  1.34505  -0.67875
C  8.90106  7.60215  -0.53784
C  7.55650  7.49649  -0.17974
C  7.12611  6.28855  0.41037
C  7.92614  5.19683  0.38626
C  9.28253  5.24315  -0.02475
C  9.76361  6.46599  -0.42098
O  11.04562  6.54773  -0.77991
O  5.80776  6.23917  0.73060
H  9.10912  8.62581  -0.81212
H  6.94112  8.38344  -0.21166
H  7.50551  4.20791  0.49359
H  9.99462  4.43336  -0.08447
H  11.11494  7.02307  -1.61108
H  5.66780  5.29395  0.63803
C  -7.86093  -1.86579  5.75283
C  -7.33046  -0.59684  5.44240
C  -6.46320  -0.57662  4.35042
C  -6.08355  -1.67084  3.61109
C  -6.63979  -2.89964  3.94261
C  -7.46335  -2.97023  5.06327
O  -7.89589  -4.15822  5.41677
O  -6.02598  0.63812  3.85538
H  -8.57228  -1.86772  6.56546
H  -7.57084  0.31240  5.97334
H  -5.50741  -1.54794  2.70591
H  -6.39753  -3.76223  3.33958
H  -7.67400  -4.69268  4.65080
H  -5.13377  0.53231  3.51720
C  -0.88830  -6.57394  2.95752
C  -0.37406  -5.26572  3.23397
C  -0.53138  -4.76361  4.47451
C  -1.07624  -5.55280  5.50248
C  -1.63774  -6.87681  5.17561
C  -1.46077  -7.38611  3.89565
O  -1.86371  -8.66149  3.63307
O  -0.13923  -3.49408  4.86501
H  -0.65824  -7.02513  2.00364
H  0.04859  -4.62021  2.47827
H  -1.23407  -5.01524  6.42579
H  -2.05570  -7.58960  5.87104
H  -2.16958  -8.64567  2.72323
H  -0.34207  -2.82684  4.20528
C  -5.33716  4.87109  -3.71839
O  -5.81191  5.93270  -4.10498
N  -4.17010  4.33535  -3.95830
N  -5.99872  4.11107  -2.98030
H  -3.77231  3.59913  -3.39274
H  -3.68269  4.74764  -4.74095
H  -6.83680  4.53883  -2.61324
H  -5.56889  3.42810  -2.37293
C  5.54456  -2.40303  -2.94978
O  6.31482  -3.07298  -3.64413
N  5.82183  -1.36366  -2.28005
N  4.28198  -2.62403  -3.05534
H  5.03154  -0.91749  -1.83679
H  6.77921  -1.04391  -2.24442
H  3.90328  -3.28508  -3.71844
H  3.59396  -1.97588  -2.69948
C  3.11561  3.25044  -5.59235
O  3.68001  3.41491  -6.66283
N  2.41025  2.15830  -5.41073
N  3.23226  3.80552  -4.46198
H  2.65321  1.50637  -6.14289
H  1.74616  2.01056  -4.66424
H  2.84235  3.43951  -3.60518
H  3.97871  4.48588  -4.45848
C  -4.16013  -4.10673  -3.81853
O  -4.64360  -5.26657  -3.91974
N  -4.41666  -3.04855  -4.51077
N  -3.33999  -3.82141  -2.85355
H  -4.55223  -3.09968  -5.51032
H  -3.90849  -2.24793  -4.16309
H  -2.98532  -4.60794  -2.32850
H  -2.98191  -2.88718  -2.71535



(2)
# C23H34O18

6 unconnected molecules or ions with the total composition C23H34O18 (ωB97M-V/def2-TZVPD, the OMol25 dataset).

Summary:
**E_tot**: -61258.7139 eV
**Spin multiplicity**: 1
**Charge**: 0
**Frontier orbital gap**: 11.19 eV
**ΔE to the lowest compared entry with this formula, charge and spin**: 42.0 kJ/mol
**E_HOMO**: -10.7 eV

Geometry (Å):
C  19.76475  -2.50896  -12.12407
C  20.82008  -1.52596  -11.69782
C  21.39844  -1.74395  -10.30504
O  22.76549  -1.28014  -10.47938
C  23.06796  -1.26850  -11.78563
O  24.14010  -1.06181  -12.24609
O  21.98055  -1.64736  -12.52585
H  19.69754  -2.54830  -13.21168
H  18.82167  -2.32523  -11.61960
H  20.12460  -3.52191  -11.91453
H  20.45094  -0.49467  -11.74345
H  21.43458  -2.80626  -10.05798
H  21.00447  -1.14790  -9.48972
C  26.99499  -9.91349  -13.52993
C  26.29541  -8.81343  -14.28422
C  27.20751  -7.67395  -14.80903
O  26.81185  -7.51760  -16.15804
C  26.22833  -8.65033  -16.57715
O  26.14239  -8.99747  -17.70467
O  25.79008  -9.38279  -15.52861
H  26.26077  -10.68648  -13.29493
H  27.47404  -9.58771  -12.60918
H  27.72520  -10.38874  -14.18638
H  25.42878  -8.39697  -13.77193
H  28.26132  -7.95604  -14.75033
H  27.06938  -6.76745  -14.22428
C  22.31615  -10.27675  -17.49963
C  21.40935  -10.74233  -18.62897
C  22.08278  -11.41416  -19.84278
O  21.35870  -12.62306  -20.01171
C  20.37381  -12.71414  -19.09449
O  19.51762  -13.53452  -19.09752
O  20.50725  -11.74163  -18.16197
H  21.89857  -9.38582  -17.02055
H  23.31221  -10.00207  -17.84475
H  22.32038  -11.01221  -16.69430
H  20.87480  -9.86447  -18.99912
H  23.16320  -11.54581  -19.77849
H  21.88825  -10.77681  -20.70393
C  23.92349  -5.57474  -16.93164
C  22.63671  -6.13012  -16.37220
C  22.91652  -7.16868  -15.28337
O  22.09555  -6.80627  -14.17284
C  21.52194  -5.61392  -14.42268
O  20.79118  -5.02377  -13.69272
O  21.90842  -5.13527  -15.62510
H  24.42226  -6.28592  -17.58994
H  24.52645  -5.19277  -16.10904
H  23.70795  -4.76288  -17.63031
H  22.01119  -6.45414  -17.20488
H  23.95022  -7.00090  -14.96527
H  22.81092  -8.20563  -15.58970
C  26.03874  -9.74434  -22.32311
C  24.97582  -8.69615  -22.13874
C  23.54370  -9.22957  -22.34997
O  22.79028  -8.60490  -21.29347
C  23.65156  -8.03898  -20.40842
O  23.30043  -7.44391  -19.43754
O  24.92228  -8.21058  -20.78909
H  26.98346  -9.40920  -21.89790
H  26.19142  -9.89991  -23.39185
H  25.72834  -10.67831  -21.85939
H  25.06330  -7.82162  -22.78510
H  23.45479  -10.31391  -22.30413
H  23.12207  -8.84378  -23.27631
O  23.33044  -2.37479  -18.94823
C  22.68500  -2.12097  -17.98161
O  22.99746  -2.44738  -16.71176
C  22.15358  -1.67833  -15.85284
C  20.90183  -1.58262  -16.69066
O  21.46198  -1.51399  -18.01290
H  22.05462  -2.16552  -14.88742
H  22.59955  -0.70192  -15.64315
H  20.31904  -0.68331  -16.50732
H  20.26609  -2.46503  -16.61066



(3)
# C23H35AgBrN2O2PS2

A molecular structure, C23H35AgBrN2O2PS2 (ωB97M-V/def2-TZVPD, the OMol25 dataset).

Summary:
**E_tot**: -136497.5272 eV
**Spin multiplicity**: 1
**Charge**: -2
**Frontier orbital gap**: 5.80 eV
**ΔE to the lowest compared entry with this formula, charge and spin**: 43.7 kJ/mol
**E_HOMO**: -1.9 eV

Geometry (Å):
Ag  -0.04738  -1.20478  -0.59788
C  -1.50803  -3.86579  -1.62753
C  -0.58583  -4.67830  -0.93979
C  0.70269  -4.16043  -1.14158
C  0.59570  -3.01798  -1.97153
C  -0.78991  -2.83989  -2.27498
H  -2.58174  -3.99919  -1.65357
H  -0.83434  -5.54038  -0.33103
H  1.62592  -4.56358  -0.74596
H  1.41098  -2.48437  -2.44433
H  -1.18301  -2.11671  -2.97703
Br  -0.64062  3.51409  4.35165
C  -0.49210  2.24143  2.91752
C  -1.62876  1.61468  2.44512
C  -1.49595  0.68447  1.41530
C  -0.26775  0.33453  0.82983
C  0.83650  1.03446  1.34417
C  0.74851  1.97133  2.37031
H  -2.59862  1.84560  2.86946
H  -2.40863  0.21010  1.06400
H  1.82126  0.84791  0.92764
H  1.63081  2.48253  2.73558
C  -2.02954  3.90697  -4.00830
C  -1.52910  2.48149  -3.81307
C  -1.41235  2.11673  -2.34240
O  -0.34883  2.28431  -4.60374
P  1.20671  2.48286  -4.19431
S  2.18318  2.57806  -5.90658
S  1.78790  1.21271  -2.79893
O  1.04456  3.99272  -3.55638
C  1.99143  4.68310  -2.73568
C  1.69973  4.41494  -1.26498
C  3.44598  4.41464  -3.09487
H  -3.01029  4.02358  -3.53877
H  -2.11544  4.13308  -5.07257
H  -1.33014  4.61199  -3.56042
H  -2.25219  1.79957  -4.27192
H  -0.71944  2.77502  -1.81934
H  -1.05984  1.09649  -2.20660
H  -2.39940  2.21332  -1.88040
H  1.78347  5.73914  -2.94410
H  1.84955  3.35834  -1.04309
H  0.66595  4.67570  -1.03071
H  2.36180  5.01673  -0.63500
H  3.70952  3.38124  -2.86858
H  4.08359  5.08415  -2.51012
H  3.61553  4.58525  -4.15708
C  0.39245  -1.85605  3.69644
C  -0.24320  -2.60761  4.90039
N  -0.81334  -3.88738  4.46116
C  0.25855  -4.69946  3.87493
C  0.91105  -3.94950  2.67914
N  0.25551  -2.66216  2.48967
C  -1.16284  -2.88286  2.21520
C  -1.81449  -3.61971  3.41807
H  1.45512  -1.65990  3.86288
H  -0.09432  -0.89464  3.51697
H  -1.04327  -2.01951  5.35775
H  0.49564  -2.82181  5.67857
H  -0.17749  -5.65040  3.55663
H  0.98614  -4.91569  4.66336
H  0.81640  -4.51011  1.74748
H  1.97513  -3.76939  2.85638
H  -1.24382  -3.45410  1.28821
H  -1.62465  -1.91029  2.04561
H  -2.24728  -4.57714  3.11461
H  -2.61335  -3.02415  3.86909



> Which of these has the lowest ΔE to the lowest compared entry with this formula, charge and spin?

C23H34O18



> The highest frontier orbital gap belongs to which entry?

C23H34O18